The following is a quantum chemistry calculation of C20H29N9OPd as an isolated structure, from OMol25.

Computed properties:
⟨S²⟩ = 2.03
HOMO-LUMO gap (spin up / spin down) = 6.42 / 4.32 eV
E_LUMO (spin up / spin down) = -5.84 / -8.83 eV
energy above the lowest of the compared OMol25 structures with the same formula, charge and spin = 17.18 kJ/mol
HOMO energy (spin up / spin down) = -12.26 / -13.16 eV

Structure (ORCA input):
```
! wB97M-V def2-TZVPD RIJCOSX def2/J DEFGRID3
* xyz 2 3
Pd -0.1792 -0.1991 -0.2272
N 2.3207 -2.8028 0.3094
C 2.3188 -3.7307 1.4922
C 2.8773 -2.9924 2.7104
C 2.0150 -1.7820 3.0838
N 2.1982 -0.7331 2.0581
C 0.5352 -2.1708 3.2504
C -0.0802 -3.1244 2.2087
N -0.6531 -2.4221 1.0212
C 0.9057 -4.2232 1.7964
H 3.2350 -2.7437 -0.1322
H 2.0673 -1.8242 0.6761
H 1.6470 -3.0661 -0.4041
H 2.9532 -4.5834 1.2500
H 3.9132 -2.6836 2.5406
H 2.8908 -3.6911 3.5471
H 2.3479 -1.4069 4.0552
H 3.1807 -0.4690 2.0208
H 1.6892 0.1027 2.3316
H -0.0703 -1.2623 3.2974
H 0.4506 -2.6593 4.2228
H -0.9100 -3.6295 2.7118
H -1.4947 -1.9550 1.3431
H -0.9789 -3.1326 0.3709
H 0.5028 -4.7939 0.9533
H 0.9974 -4.9186 2.6313
N -4.0421 6.3287 -1.7622
C -4.3709 7.4293 -2.5198
C -5.1778 8.5145 -2.3025
C -5.2792 9.4328 -3.3556
C -4.5712 9.2899 -4.5746
C -3.7498 8.2223 -4.7915
C -3.6398 7.2661 -3.7473
N -2.9228 6.1418 -3.6999
C -3.1859 5.5823 -2.5074
C -2.6223 4.3094 -2.1062
C -3.0718 3.5790 -1.0078
C -2.4901 2.3541 -0.7359
N -1.4978 1.8372 -1.4620
C -1.0589 2.5436 -2.5071
C -1.5885 3.7649 -2.8754
H -4.3656 6.1396 -0.8265
H -5.7079 8.6599 -1.3712
H -5.9314 10.2878 -3.2328
H -4.6875 10.0391 -5.3447
H -3.2030 8.0890 -5.7144
H -3.8651 3.9329 -0.3619
H -2.8231 1.7681 0.1100
H -0.2406 2.1161 -3.0735
H -1.2197 4.3055 -3.7350
N -1.1500 1.4608 2.2702
C -0.8300 0.8545 1.3358
N -1.0807 -1.1148 -3.1818
C 0.2390 -1.3469 -3.0413
N 0.9174 -1.7282 -4.1386
O 0.8310 -1.2751 -1.9339
H -1.5359 -1.1592 -4.0767
H -1.5734 -0.6954 -2.4095
H 0.4935 -1.7752 -5.0476
H 1.9054 -1.8914 -4.0708
*
```